[1]
{"formula": "C35H40BN7O3RhS4Si", "method": "ωB97M-V/def2-TZVPD", "symbols": ["Rh", "C", "Si", "C", "C", "C", "C", "C", "C", "N", "C", "S", "H", "H", "H", "H", "H", "H", "H", "H", "H", "H", "H", "H", "C", "N", "C", "C", "N", "B", "N", "C", "C", "N", "C", "C", "S", "C", "S", "H", "H", "H", "H", "H", "H", "H", "H", "H", "H", "H", "H", "N", "C", "C", "C", "C", "C", "C", "C", "C", "C", "C", "C", "C", "C", "H", "H", "H", "H", "H", "H", "H", "H", "H", "H", "N", "C", "C", "C", "C", "C", "C", "S", "O", "O", "O", "H", "H", "H", "H", "H", "H"], "xyz": [[-1.09512, -0.06701, 0.35908], [-2.43843, -6.80022, 0.69173], [-3.09009, -5.18716, -0.00572], [-2.51886, -5.02153, -1.77073], [-4.96284, -5.19086, 0.06714], [-2.48526, -3.80105, 1.12533], [-2.49564, -4.00701, 2.50338], [-2.04209, -3.04730, 3.40463], [-1.56743, -1.85528, 2.89826], [-1.56110, -1.63376, 1.58850], [-1.99636, -2.55752, 0.71242], [-1.79040, -1.89451, -0.89255], [-2.88335, -7.64451, 0.16018], [-2.66232, -6.92418, 1.75239], [-1.35568, -6.85795, 0.57174], [-2.80611, -5.92258, -2.31940], [-1.43536, -4.91291, -1.83630], [-2.96474, -4.16122, -2.26919], [-5.37513, -6.04053, -0.48145], [-5.36810, -4.27731, -0.37308], [-5.31766, -5.25123, 1.09834], [-2.85940, -4.95088, 2.89511], [-2.03801, -3.22885, 4.46972], [-1.19740, -1.05104, 3.52181], [2.13466, 2.05886, -1.28244], [1.19505, 2.97766, -0.65622], [1.54055, 4.11900, 0.01781], [0.38367, 4.68144, 0.44150], [-0.65862, 3.89334, 0.02171], [-2.13470, 4.33829, 0.31834], [-3.09783, 3.11753, 0.43140], [-4.26716, 3.01461, -0.27816], [-4.88074, 1.86372, 0.07427], [-4.06882, 1.25757, 1.00820], [-4.37167, 0.00242, 1.66563], [-2.97201, 2.03483, 1.20980], [-1.60017, 1.61950, 2.17286], [-0.14679, 2.84443, -0.63682], [-0.98388, 1.50764, -1.39064], [3.14008, 2.45967, -1.17691], [1.90043, 1.95106, -2.33715], [2.07111, 1.09285, -0.78994], [2.56630, 4.42255, 0.12389], [0.20701, 5.57613, 1.00909], [-2.55019, 5.02028, -0.58899], [-2.10909, 4.93442, 1.36732], [-4.55328, 3.77243, -0.98333], [-5.80483, 1.41994, -0.24858], [-5.35651, 0.06290, 2.12798], [-3.62151, -0.16600, 2.43237], [-4.35061, -0.81810, 0.94680], [0.79072, -0.16909, 0.71323], [1.52328, -1.05994, 1.23646], [1.22178, -2.51476, 1.43429], [0.92139, -3.32973, 0.34483], [0.70956, -4.68978, 0.53202], [0.79073, -5.24308, 1.80059], [1.10441, -4.43624, 2.88680], [1.33439, -3.08342, 2.70066], [2.89940, -0.59655, 1.62737], [3.10695, 0.75224, 1.91239], [4.38679, 1.22622, 2.14832], [5.47233, 0.36149, 2.09899], [5.26795, -0.98627, 1.84468], [3.98678, -1.46576, 1.61919], [0.87573, -2.91027, -0.65024], [0.49317, -5.31719, -0.32382], [0.62606, -6.30400, 1.94386], [1.18336, -4.86513, 3.87811], [1.60491, -2.45634, 3.54272], [2.25572, 1.42188, 1.91723], [4.54110, 2.27819, 2.35319], [6.47642, 0.73838, 2.23963], [6.11267, -1.66020, 1.78858], [3.83743, -2.51489, 1.39381], [1.40681, -1.13944, -2.67823], [2.75578, -0.71900, -2.78750], [3.64489, -1.05637, -1.77262], [4.93680, -0.55356, -1.76786], [5.37329, 0.26852, -2.79440], [4.51164, 0.54478, -3.84786], [3.21321, 0.05621, -3.85009], [7.01615, 0.98710, -2.75152], [7.77610, 0.23581, -3.73997], [7.45464, 0.78438, -1.37540], [6.79258, 2.38217, -3.11054], [0.80300, -0.65760, -3.33170], [1.06757, -0.92657, -1.74286], [3.29689, -1.68536, -0.96117], [5.61458, -0.76543, -0.95212], [4.85768, 1.18564, -4.64897], [2.53206, 0.32117, -4.65296]], "forces_ev_per_angstrom": [[-0.5, 0.1, 0.2], [0.0, 0.0, 0.0], [0.0, 0.0, 0.0], [0.0, 0.0, 0.0], [0.0, 0.0, 0.0], [0.0, 0.0, 0.1], [0.0, 0.1, 0.0], [-0.1, 0.0, -0.1], [-0.2, 0.0, 0.0], [-0.1, 0.0, 0.2], [-0.1, 0.0, 0.0], [0.1, 0.0, -0.2], [0.0, 0.0, 0.0], [0.0, 0.0, 0.0], [0.0, 0.0, 0.0], [0.0, 0.0, 0.0], [0.0, 0.0, 0.0], [0.0, 0.0, 0.0], [0.0, 0.0, 0.0], [0.0, 0.0, 0.0], [0.0, 0.0, 0.0], [0.0, 0.0, 0.0], [0.0, 0.0, 0.0], [0.0, 0.0, 0.0], [0.0, -0.1, 0.0], [0.0, 0.0, 0.0], [-0.1, 0.0, 0.0], [0.1, 0.0, 0.0], [-0.1, 0.0, 0.0], [0.0, 0.0, 0.0], [0.0, 0.0, 0.1], [0.0, 0.0, 0.0], [0.0, 0.0, 0.0], [0.0, 0.0, 0.0], [0.0, 0.0, 0.0], [0.0, 0.1, -0.1], [0.1, -0.1, -0.2], [-0.1, 0.0, -0.1], [0.1, 0.1, 0.1], [0.0, 0.0, 0.0], [0.0, 0.0, 0.0], [0.0, 0.0, 0.0], [0.0, 0.0, 0.0], [0.0, 0.0, 0.0], [0.0, 0.0, 0.0], [0.0, 0.0, 0.0], [0.0, 0.0, 0.0], [0.0, 0.0, 0.0], [0.0, 0.0, 0.0], [0.0, 0.0, 0.0], [0.0, 0.0, 0.0], [0.1, 0.3, 0.3], [0.0, -0.1, -0.1], [0.1, -0.1, 0.0], [0.2, 0.0, 0.1], [0.1, 0.0, 0.0], [0.1, 0.0, 0.0], [0.1, 0.0, 0.0], [0.1, 0.0, 0.0], [0.0, 0.0, -0.1], [0.0, 0.0, 0.0], [0.0, 0.0, 0.0], [0.0, 0.0, 0.0], [0.0, 0.0, 0.0], [0.0, 0.0, 0.0], [0.0, 0.0, -0.1], [0.0, 0.0, 0.0], [0.0, 0.0, 0.0], [0.0, 0.0, 0.0], [0.0, 0.0, 0.0], [0.0, 0.0, 0.0], [0.0, 0.0, 0.0], [0.0, 0.0, 0.0], [0.0, 0.0, 0.0], [0.0, 0.0, 0.0], [0.0, 0.0, 0.1], [0.0, 0.0, 0.0], [0.0, 0.0, 0.0], [0.0, 0.0, 0.0], [0.0, 0.0, 0.0], [0.1, 0.0, 0.0], [0.0, 0.0, 0.0], [0.0, 0.0, 0.0], [0.0, 0.0, 0.0], [0.0, 0.0, 0.0], [0.0, 0.0, 0.0], [0.0, 0.0, 0.0], [-0.1, -0.1, -0.1], [0.0, 0.0, 0.0], [0.0, 0.0, 0.0], [0.0, 0.0, 0.0], [0.0, 0.0, 0.0]], "lowdin_charge": [0.481, -0.167, 0.507, -0.197, -0.175, -0.233, -0.073, -0.056, -0.149, -0.142, -0.711, 0.654, 0.034, 0.026, 0.015, 0.036, 0.023, 0.010, 0.030, 0.031, 0.028, 0.100, 0.106, 0.106, -0.020, -0.095, -0.034, -0.062, -0.011, -0.445, -0.027, -0.060, -0.044, -0.119, -0.032, -0.722, 0.648, -0.652, 0.614, 0.110, 0.085, 0.049, 0.125, 0.117, 0.072, 0.072, 0.118, 0.120, 0.096, 0.046, 0.085, 0.000, -0.303, -0.199, -0.052, -0.080, -0.094, -0.081, -0.050, -0.183, -0.040, -0.068, -0.070, -0.078, -0.050, 0.079, 0.102, 0.098, 0.103, 0.126, 0.103, 0.102, 0.108, 0.109, 0.117, 0.093, -0.354, -0.043, -0.051, -0.272, -0.064, -0.060, 0.391, -0.372, -0.387, -0.381, 0.070, 0.010, 0.090, 0.094, 0.114, 0.105], "homo_ev": -5.025, "gap_ev": 6.20, "total_charge": -1, "energy_ha": -3984.64334, "fmax_ha_per_bohr": 0.0101}

=====

[2]
{"formula": "C35H40CoN5O2P", "method": "ωB97M-V/def2-TZVPD", "symbols": ["Co", "N", "C", "C", "C", "N", "C", "C", "N", "C", "H", "H", "H", "H", "H", "H", "H", "H", "H", "H", "H", "H", "H", "H", "H", "H", "C", "C", "C", "C", "C", "C", "P", "C", "C", "C", "C", "C", "C", "C", "C", "C", "C", "C", "C", "C", "C", "C", "C", "H", "H", "H", "H", "H", "H", "H", "H", "H", "H", "H", "H", "H", "H", "H", "H", "O", "C", "N", "C", "O", "C", "C", "C", "C", "N", "C", "H", "H", "H", "H", "H", "H", "H", "H"], "xyz": [[-0.12063, -0.26861, 0.20826], [-4.82995, 2.53582, 1.52401], [-3.50187, 1.84953, 1.84825], [-2.33949, 2.71661, 1.35503], [-1.82103, 2.43326, -0.06610], [-0.48508, 1.77632, -0.06332], [-2.81685, 1.61891, -0.88891], [-3.27876, 0.31251, -0.23176], [-2.26314, -0.72802, -0.42510], [-3.50573, 0.44193, 1.28689], [-4.88098, 3.44478, 1.98694], [-5.61616, 1.97363, 1.85496], [-4.94798, 2.68193, 0.52045], [-3.47177, 1.81393, 2.93841], [-1.53306, 2.60922, 2.08274], [-2.63390, 3.76875, 1.41646], [-1.69710, 3.39904, -0.56086], [0.11671, 2.30055, 0.56957], [-0.09414, 1.92027, -0.98771], [-2.38806, 1.39977, -1.87006], [-3.68848, 2.24933, -1.10030], [-4.22071, 0.02422, -0.70961], [-2.09845, -0.86824, -1.41888], [-2.60564, -1.61101, -0.05227], [-2.67486, -0.07075, 1.76634], [-4.40110, -0.09978, 1.60480], [4.39988, -3.52850, 2.20779], [4.26505, -2.50510, 1.27679], [3.01194, -2.18322, 0.78247], [1.88374, -2.88570, 1.20918], [2.02628, -3.91950, 2.12843], [3.28237, -4.23579, 2.62737], [0.30727, -2.40624, 0.44650], [-1.01175, -3.24032, 1.37232], [-1.99975, -3.98644, 0.73132], [-3.08235, -4.48028, 1.45096], [-3.18805, -4.23064, 2.81144], [-2.20381, -3.49275, 3.45919], [-1.12372, -2.99846, 2.74531], [0.36262, -3.01761, -1.24199], [0.46064, -4.33005, -1.62816], [0.61142, -4.64302, -2.99035], [0.70739, -3.63948, -3.91722], [0.65222, -2.27737, -3.54020], [0.83474, -1.23128, -4.47847], [0.84074, 0.06037, -4.04453], [0.61904, 0.36931, -2.67931], [0.38453, -0.58209, -1.71443], [0.44676, -1.94561, -2.17522], [5.37757, -3.78176, 2.59564], [5.13880, -1.96901, 0.92955], [2.90601, -1.40428, 0.03146], [1.16282, -4.48911, 2.44950], [3.38834, -5.04449, 3.33842], [-1.91877, -4.19535, -0.32908], [-3.83401, -5.07487, 0.94823], [-4.02541, -4.62543, 3.37166], [-2.27123, -3.31627, 4.52531], [-0.34514, -2.44657, 3.26028], [0.43636, -5.12537, -0.89156], [0.67470, -5.67780, -3.29973], [0.85007, -3.88068, -4.96400], [0.99262, -1.47248, -5.52232], [1.01449, 0.87091, -4.74135], [0.67407, 1.43441, -2.45994], [-0.66354, -1.27418, 6.89909], [-0.30626, 0.05056, 7.19838], [-1.23871, 1.01535, 6.63199], [-1.35357, 1.29151, 5.31777], [-2.37757, 1.75857, 4.82648], [-0.18947, 1.03664, 4.40542], [1.08199, 1.56205, 4.58104], [2.02378, 1.36800, 3.58063], [1.65463, 0.69336, 2.43228], [0.42152, 0.20151, 2.24768], [-0.46200, 0.35169, 3.23213], [-1.21009, -1.64343, 7.59863], [0.67733, 0.21399, 6.77081], [-0.25307, 0.23439, 8.26952], [-2.07567, 1.21585, 7.16224], [1.33248, 2.12638, 5.47092], [3.03108, 1.74823, 3.67891], [2.36278, 0.53727, 1.62729], [-1.43131, -0.10318, 3.10433]], "forces_ev_per_angstrom": [[0.4, 0.2, -0.2], [0.0, 0.0, 0.0], [0.1, 0.0, 0.0], [-0.1, 0.1, 0.1], [0.0, -0.1, -0.2], [0.0, 0.0, 0.2], [0.0, 0.0, 0.1], [-0.1, 0.1, 0.0], [0.0, 0.1, 0.1], [-0.1, 0.0, -0.1], [0.0, 0.0, 0.0], [0.0, 0.0, 0.0], [0.0, 0.0, 0.0], [0.0, 0.0, 0.0], [0.0, -0.1, 0.0], [0.0, 0.0, 0.1], [0.0, 0.0, 0.0], [0.0, 0.0, 0.0], [0.1, 0.0, -0.1], [0.0, 0.0, 0.0], [0.0, 0.0, 0.0], [0.0, 0.0, 0.0], [0.1, -0.1, 0.0], [0.0, 0.0, 0.0], [0.0, 0.0, 0.0], [0.0, 0.0, 0.0], [-0.1, 0.0, 0.0], [0.0, 0.0, 0.0], [0.0, 0.0, -0.1], [-0.1, 0.1, 0.0], [-0.1, 0.0, 0.0], [0.1, 0.0, 0.0], [0.3, -0.1, -0.1], [0.0, 0.0, 0.0], [0.0, 0.0, 0.0], [0.0, 0.0, 0.0], [0.0, 0.0, 0.0], [0.0, 0.0, 0.0], [0.0, 0.0, 0.0], [-0.1, 0.1, 0.0], [0.0, 0.0, 0.0], [0.0, 0.0, -0.1], [0.0, 0.0, 0.0], [0.0, 0.1, 0.1], [0.0, 0.1, 0.0], [0.0, -0.1, -0.1], [0.0, 0.1, 0.0], [-0.1, -0.1, 0.3], [0.0, -0.2, -0.1], [0.0, 0.0, 0.0], [0.0, 0.0, 0.0], [0.0, 0.0, 0.0], [0.0, 0.0, 0.0], [0.0, 0.0, 0.0], [0.0, 0.0, 0.0], [0.0, 0.0, 0.0], [0.0, 0.0, 0.0], [0.0, 0.0, 0.0], [0.0, 0.0, 0.0], [0.0, 0.0, 0.0], [0.0, 0.0, 0.0], [0.0, 0.0, 0.0], [0.0, 0.0, 0.0], [0.0, 0.0, 0.0], [0.0, 0.0, 0.1], [0.0, 0.0, -0.1], [-0.1, 0.1, -0.1], [0.2, 0.0, 0.1], [-0.3, 0.0, -0.1], [0.1, 0.0, 0.0], [0.0, 0.0, 0.0], [0.0, 0.0, 0.0], [0.0, 0.0, 0.1], [0.0, -0.1, -0.1], [-0.5, 0.0, -0.2], [0.2, 0.0, 0.1], [0.0, 0.0, 0.1], [0.0, 0.0, 0.0], [0.0, 0.0, 0.0], [0.0, 0.0, 0.0], [0.0, 0.0, 0.0], [0.0, 0.0, 0.0], [0.0, 0.0, 0.0], [0.0, 0.0, 0.0]], "lowdin_charge": [0.292, 0.248, -0.254, -0.066, -0.300, 0.051, -0.087, -0.326, 0.059, -0.082, 0.178, 0.178, 0.159, 0.123, 0.116, 0.132, 0.149, 0.108, 0.061, 0.132, 0.120, 0.147, 0.104, 0.086, 0.093, 0.136, -0.060, -0.065, -0.107, -0.329, -0.076, -0.060, 1.066, -0.346, -0.094, -0.061, -0.065, -0.064, -0.114, -0.302, -0.067, -0.051, -0.006, -0.159, -0.025, -0.073, -0.127, -0.167, -0.202, 0.114, 0.112, 0.102, 0.105, 0.113, 0.104, 0.114, 0.113, 0.109, 0.101, 0.118, 0.114, 0.123, 0.120, 0.109, 0.077, -0.017, -0.228, 0.121, -0.427, 0.054, -0.107, 0.019, -0.003, -0.094, 0.017, -0.083, 0.099, 0.116, 0.141, 0.158, 0.137, 0.125, 0.117, 0.104], "spin_multiplicity": 2, "homo_ev": [-12.169, -12.159], "gap_ev": [7.01, 7.00], "de_lowest_kcal_mol": 0.0, "total_charge": 2, "energy_ha": -3505.66822, "fmax_ha_per_bohr": 0.0096, "s2": 0.78}